[1]
C17H22N6O2 | ωB97M-V/def2-TZVPD

The net charge is 0. The gap between HOMO and LUMO is 7.9 eV. Its SMILES is CC(C)=N/N=C(/c1cccc([N+](=O)[O-])c1)C12CN3CN(CN(C3)C1)C2. For the HOMO energy, the calculation gives -8.416 eV.

Last column: Mulliken charge in e.
Element x y z (Å)
C1 -1.912 -3.353 1.143  -1.277
C2 -1.630 -3.205 -0.326  1.017
C3 -2.510 -3.957 -1.272  -1.323
N1 -0.720 -2.472 -0.813  -1.049
N2 0.267 -1.879 -0.235  0.050
C4 0.502 -0.665 0.044  -1.215
C5 1.900 -0.383 0.472  0.131
C6 2.233 -0.237 1.816  -0.146
C7 3.539 0.019 2.203  -0.876
C8 4.537 0.129 1.254  -0.431
C9 4.206 -0.030 -0.086  -0.518
N3 5.241 0.074 -1.087  1.042
O1 4.909 -0.004 -2.250  -0.612
O2 6.379 0.239 -0.703  -0.629
C10 2.902 -0.289 -0.484  0.039
C11 -0.425 0.523 -0.083  4.142
C12 0.062 1.446 -1.231  -1.240
N4 -0.808 2.603 -1.358  0.133
C13 -2.168 2.157 -1.631  -0.695
N5 -2.706 1.335 -0.556  0.232
C14 -2.664 2.106 0.677  -0.677
N6 -1.316 2.550 1.007  0.156
C15 -0.810 3.344 -0.105  -0.870
C16 -0.459 1.390 1.197  -1.340
C17 -1.884 0.141 -0.407  -1.710
H1 -2.909 -2.980 1.375  0.270
H2 -1.178 -2.806 1.731  0.248
H3 -1.876 -4.404 1.424  0.444
H4 -3.546 -3.643 -1.151  0.279
H5 -2.200 -3.777 -2.297  0.364
H6 -2.458 -5.025 -1.066  0.376
H7 1.465 -0.339 2.568  0.495
H8 3.778 0.128 3.250  0.407
H9 5.562 0.330 1.527  0.501
H10 2.682 -0.419 -1.532  0.577
H11 0.058 0.903 -2.180  0.245
H12 1.078 1.799 -1.033  0.417
H13 -2.173 1.577 -2.558  0.344
H14 -2.807 3.035 -1.755  0.323
H15 -3.046 1.490 1.496  0.327
H16 -3.305 2.985 0.565  0.330
H17 -1.444 4.227 -0.220  0.320
H18 0.210 3.664 0.122  0.360
H19 -0.851 0.812 2.040  0.199
H20 0.543 1.749 1.450  0.359
H21 -1.938 -0.426 -1.340  0.350
H22 -2.311 -0.464 0.398  0.127

***

[2]
C21H47FN2O10S | ωB97M-V/def2-TZVPD

The net charge is +2. The gap between HOMO and LUMO is 5.1 eV. For the HOMO energy, the calculation gives -13.085 eV.

Last column: Mulliken charge in e.
Element x y z (Å)
C1 -5.241 1.123 -3.419  -0.860
C2 -3.895 0.689 -4.290  0.030
F1 -4.134 -0.673 -4.900  -0.321
N1 -2.655 0.520 -3.411  0.398
C3 -2.841 -0.398 -2.192  -0.438
C4 -1.607 -0.717 -1.160  -0.351
C5 -0.102 -0.045 -1.436  0.948
C6 1.077 -0.461 -0.376  -0.291
C7 1.226 0.344 1.082  -0.601
C8 2.398 -0.144 2.141  0.002
N2 3.369 -1.295 1.886  0.321
C9 4.342 -1.600 3.034  -0.218
S1 3.336 -2.697 4.233  0.763
O1 2.747 -1.850 5.394  -0.548
O2 2.089 -3.233 3.426  -0.539
C10 3.311 -2.044 0.573  -0.052
C11 2.186 -1.681 -0.610  -0.596
C12 0.045 0.957 -2.725  -0.513
C13 -1.312 1.188 -3.672  -0.025
H1 -5.602 0.181 -2.802  0.271
H2 -5.048 2.073 -2.731  0.314
H3 -6.143 1.393 -4.143  0.277
H4 -3.739 1.412 -5.199  0.340
H5 -3.884 -0.927 -1.960  0.316
H6 -1.749 -1.414 -0.216  0.436
H7 0.494 1.233 1.330  0.200
H8 2.459 0.442 3.169  0.408
H9 4.605 -0.629 3.672  -0.027
H10 5.297 -2.184 2.696  0.501
H11 4.040 -3.843 4.642  0.266
H12 4.103 -2.915 0.427  0.363
H13 2.171 -2.322 -1.589  0.396
H14 1.070 1.462 -2.974  0.411
H15 -1.203 1.911 -4.587  0.363
C14 -2.021 3.138 0.821  -0.552
O3 -2.940 2.482 -0.033  -0.484
H16 -2.530 3.962 1.326  0.293
H17 -1.648 2.432 1.567  0.214
H18 -1.190 3.532 0.230  0.253
H19 -2.460 1.756 -0.466  0.327
C15 5.527 2.255 3.692  -0.815
O4 4.975 1.143 4.373  -0.491
H20 6.054 1.902 2.803  0.334
H21 4.726 2.935 3.393  0.320
H22 6.232 2.772 4.349  0.340
H23 4.515 1.488 5.157  0.251
C16 -8.406 -0.144 -5.894  -0.524
O5 -8.966 -0.396 -4.618  -0.502
H24 -7.371 -0.491 -5.903  0.125
H25 -8.975 -0.683 -6.656  0.335
H26 -8.431 0.929 -6.098  0.295
H27 -9.885 -0.078 -4.641  0.293
C17 6.874 5.750 3.243  -0.441
O6 5.539 5.314 3.070  -0.477
H28 7.539 4.884 3.203  0.094
H29 7.138 6.446 2.442  0.286
H30 6.976 6.240 4.214  0.278
H31 4.973 6.103 3.110  0.293
C18 -1.198 -2.995 4.541  -0.309
O7 -2.117 -3.651 3.687  -0.525
H32 -1.707 -2.171 5.046  0.290
H33 -0.825 -3.701 5.287  0.237
H34 -0.367 -2.601 3.950  0.009
H35 -1.637 -4.376 3.254  0.296
C19 -8.068 -3.282 -2.269  -0.530
O8 -7.704 -3.236 -3.637  -0.497
H36 -7.437 -4.012 -1.758  0.238
H37 -7.921 -2.297 -1.819  0.209
H38 -9.115 -3.582 -2.180  0.276
H39 -8.281 -2.580 -4.064  0.287
C20 -0.374 -2.481 -4.982  -0.649
O9 -1.108 -2.336 -3.780  -0.398
H40 0.318 -3.320 -4.876  0.247
H41 -1.061 -2.680 -5.808  0.319
H42 0.192 -1.567 -5.176  0.259
H43 -1.713 -1.585 -3.904  0.252
C21 9.044 0.820 3.489  -0.411
O10 8.484 0.568 4.765  -0.503
H44 10.080 0.474 3.481  0.263
H45 8.475 0.281 2.728  0.183
H46 9.019 1.894 3.285  0.176
H47 7.565 0.886 4.742  0.292

***

[3]
C22H30N4OS | ωB97M-V/def2-TZVPD

The net charge is 0. The gap between HOMO and LUMO is 8.5 eV. Its SMILES is Cc1ccc(NC(=S)N(CCCN2CCOCC2)Cc2cccnc2)cc1C. For the HOMO energy, the calculation gives -7.891 eV.

Last column: Mulliken charge in e.
Element x y z (Å)
C1 4.842 2.766 1.330  -1.671
C2 4.132 1.649 0.630  1.165
C3 2.937 1.881 -0.035  -1.103
C4 2.263 0.870 -0.693  -0.219
C5 2.781 -0.421 -0.684  -0.375
N1 2.162 -1.492 -1.339  0.042
C6 0.907 -1.556 -1.895  0.055
S1 0.777 -2.292 -3.378  -0.339
N2 -0.159 -1.082 -1.221  0.420
C7 -1.465 -1.144 -1.851  -1.623
C8 -1.740 0.083 -2.723  -0.773
C9 -1.788 1.382 -1.917  -0.987
N3 -2.631 1.282 -0.734  0.623
C10 -4.046 1.187 -1.057  -0.626
C11 -4.846 1.006 0.233  -0.647
O1 -4.633 2.068 1.132  -0.430
C12 -3.264 2.196 1.429  -0.494
C13 -2.433 2.410 0.163  -0.700
C14 -0.176 -0.871 0.218  0.154
C15 -0.703 -2.094 0.924  0.084
C16 -1.957 -2.109 1.521  0.111
C17 -2.403 -3.270 2.130  -0.608
C18 -1.570 -4.379 2.115  -0.408
N4 -0.375 -4.378 1.550  -0.662
C19 0.042 -3.269 0.970  -0.380
C20 3.988 -0.658 -0.032  -0.575
C21 4.667 0.356 0.622  1.076
C22 5.964 0.064 1.312  -1.774
H1 5.836 2.912 0.910  0.352
H2 4.960 2.543 2.390  0.329
H3 4.286 3.696 1.232  0.367
H4 2.526 2.881 -0.052  0.328
H5 1.351 1.081 -1.230  0.568
H6 2.807 -2.118 -1.806  0.365
H7 -1.514 -2.042 -2.476  0.646
H8 -2.219 -1.213 -1.069  0.445
H9 -0.955 0.169 -3.475  0.472
H10 -2.682 -0.076 -3.249  0.444
H11 -0.780 1.622 -1.569  0.306
H12 -2.116 2.204 -2.577  0.442
H13 -4.215 0.325 -1.704  0.342
H14 -4.398 2.096 -1.577  0.323
H15 -5.917 0.992 0.023  0.396
H16 -4.559 0.053 0.705  0.229
H17 -3.174 3.053 2.098  0.382
H18 -2.907 1.292 1.948  0.216
H19 -1.376 2.478 0.431  0.326
H20 -2.738 3.360 -0.310  0.416
H21 0.829 -0.650 0.577  0.523
H22 -0.825 -0.015 0.420  -0.473
H23 -2.571 -1.218 1.514  0.228
H24 -3.371 -3.314 2.604  0.429
H25 -1.868 -5.311 2.575  0.363
H26 1.025 -3.316 0.519  0.474
H27 4.400 -1.657 -0.043  0.353
H28 6.765 0.669 0.889  0.361
H29 5.895 0.303 2.373  0.333
H30 6.230 -0.984 1.209  0.379

***

[4]
C3H3FN2S | ωB97M-V/def2-TZVPD

The net charge is 0. The gap between HOMO and LUMO is 7.7 eV. Its SMILES is N=C=N/C=C\SF. For the HOMO energy, the calculation gives -8.482 eV.

Last column: Mulliken charge in e.
Element x y z (Å)
N1 -2.651 0.627 0.268  -0.534
C1 -1.605 0.068 0.016  0.638
N2 -0.748 -0.462 -0.679  -0.449
C2 0.587 -0.402 -0.640  -0.001
C3 1.293 0.321 0.275  -0.468
S1 0.628 1.263 1.557  0.108
F1 -0.658 0.230 2.194  -0.355
H1 -2.901 1.039 1.126  0.286
H2 0.947 -1.047 -1.473  0.363
H3 2.299 0.254 0.114  0.413

***

[5]
H28O14 | ωB97M-V/def2-TZVPD

The net charge is 0. The gap between HOMO and LUMO is 9.0 eV. For the HOMO energy, the calculation gives -9.138 eV.

Last column: Mulliken charge in e.
Element x y z (Å)
H1 -1.127 -0.050 0.699  0.236
H2 -0.487 1.148 0.920  0.118
H3 -3.484 -2.855 -1.710  0.307
H4 -4.212 -1.566 -2.314  0.265
H5 2.056 -0.116 3.120  0.311
H6 2.124 1.322 2.479  0.303
H7 1.124 -2.714 0.386  0.265
H8 -0.304 -2.850 0.325  0.240
H9 -0.681 2.895 1.418  0.287
H10 0.016 4.049 0.672  0.304
H11 -3.687 -3.229 1.321  0.292
H12 -2.639 -3.734 0.317  0.296
H13 0.936 -3.357 -2.156  0.306
H14 -0.199 -2.540 -1.930  0.317
H15 -1.504 0.744 3.952  0.299
H16 -1.749 0.412 2.444  0.288
H17 4.347 1.541 -0.160  0.287
H18 3.265 1.020 0.500  0.262
H19 1.945 1.809 -3.420  0.279
H20 1.491 0.853 -2.330  0.319
H21 3.002 3.107 -0.706  0.326
H22 3.420 4.512 -0.323  0.261
H23 -2.110 0.128 -2.217  0.208
H24 -1.825 -0.966 -1.409  0.145
H25 -2.971 1.964 -0.165  0.273
H26 -4.097 0.991 -0.050  0.228
H27 3.228 -1.712 -0.055  0.294
H28 3.239 -3.213 -0.469  0.298
O1 -0.321 0.392 0.451  -0.360
O2 -3.896 -1.947 -1.496  -0.578
O3 2.603 0.764 3.050  -0.617
O4 0.453 -2.736 -0.311  -0.495
O5 0.088 3.454 1.450  -0.592
O6 -3.333 -3.052 0.360  -0.586
O7 0.490 -2.595 -2.556  -0.625
O8 -2.053 0.298 3.382  -0.628
O9 3.816 1.818 0.521  -0.557
O10 2.076 1.608 -2.484  -0.584
O11 2.806 3.866 -0.034  -0.578
O12 -2.371 -0.207 -1.350  -0.296
O13 -3.114 1.027 -0.230  -0.494
O14 2.867 -2.389 -0.646  -0.622

***

[6]
C22H26N2O4S | ωB97M-V/def2-TZVPD

The net charge is 0. The gap between HOMO and LUMO is 9.2 eV. Its SMILES is CC(=O)N1CCc2cc(S(=O)(=O)CCC(=O)N(C)c3cc(C)ccc3C)ccc21. For the HOMO energy, the calculation gives -8.784 eV.

Last column: Mulliken charge in e.
Element x y z (Å)
C1 -1.376 -5.773 -1.797  -1.304
C2 -1.895 -4.729 -0.875  0.712
O1 -3.003 -4.638 -0.555  -0.540
N1 -0.873 -3.774 -0.523  0.188
C3 0.621 -3.915 -1.070  -0.538
C4 1.483 -2.764 -0.467  -1.980
C5 0.257 -2.033 0.506  -0.054
C6 0.373 -0.820 1.177  0.140
C7 -0.804 -0.359 1.792  -1.093
S1 -0.542 1.129 2.905  1.218
O2 0.747 1.373 2.763  -0.580
O3 -1.168 0.928 4.089  -0.708
C8 -1.524 2.443 1.786  -0.937
C9 -0.490 2.605 0.532  -2.183
C10 -0.980 1.454 -0.539  0.897
O4 -1.954 0.897 -0.391  -0.487
N2 -0.267 1.282 -1.692  0.568
C11 -0.338 0.314 -2.367  -1.652
C12 1.035 1.903 -1.562  -0.046
C13 2.148 1.459 -0.899  0.390
C14 3.483 1.998 -1.304  0.051
C15 4.911 1.361 -0.460  -0.987
C16 3.585 3.359 -1.693  -1.300
C17 2.347 3.832 -2.203  -0.419
C18 1.099 3.199 -2.295  0.461
C19 -0.235 3.940 -2.789  -1.508
C20 -1.833 -0.972 1.928  0.652
C21 -2.046 -2.110 1.047  -0.548
C22 -1.148 -2.565 0.382  0.140
H1 -2.437 -6.443 -2.163  0.272
H2 -0.663 -6.415 -1.260  0.298
H3 -0.998 -5.414 -2.637  0.420
H4 0.487 -3.673 -2.157  0.361
H5 1.073 -4.816 -0.696  0.367
H6 2.110 -3.070 0.231  0.514
H7 1.697 -2.035 -0.911  0.817
H8 1.307 -0.380 1.585  0.600
H9 -2.529 1.981 1.523  0.384
H10 -1.371 3.343 2.414  0.503
H11 -0.990 3.494 0.230  0.356
H12 0.275 2.459 0.915  1.672
H13 0.431 -0.401 -2.293  0.493
H14 -1.288 -0.199 -2.235  0.578
H15 -0.597 0.541 -3.341  0.266
H16 2.461 0.477 -0.526  0.123
H17 4.845 0.423 -0.961  0.342
H18 5.755 2.053 -0.930  0.288
H19 4.682 1.326 0.662  0.274
H20 4.269 3.873 -1.955  0.665
H21 2.463 4.729 -2.909  0.216
H22 0.003 3.975 -3.834  0.492
H23 -0.365 4.904 -2.190  0.280
H24 -1.030 3.299 -2.522  0.313
H25 -2.830 -0.660 2.199  0.327
H26 -3.051 -2.684 0.768  0.226

***

[7]
C6H12O | ωB97M-V/def2-TZVPD

The net charge is 0. The gap between HOMO and LUMO is 4.6 eV. For the HOMO energy, the calculation gives -7.221 eV.

Last column: Mulliken charge in e.
Element x y z (Å)
C1 1.372 0.735 0.602  -0.380
O1 2.405 0.276 1.261  -0.593
C2 1.097 -0.393 -0.488  -0.558
C3 0.018 0.140 -1.498  -0.596
C4 -1.276 0.529 -1.014  -0.175
C5 -2.369 -0.380 -0.810  0.095
C6 -3.361 -0.207 0.076  -0.762
H1 0.434 0.657 1.223  0.188
H2 1.515 1.708 0.110  0.296
H3 4.618 -0.963 3.672  0.186
H4 2.085 -0.527 -0.913  0.385
H5 0.676 -1.307 -0.069  0.287
H6 0.465 0.919 -2.131  0.369
H7 -0.222 -0.719 -2.155  0.317
H8 -1.509 1.463 -0.495  0.342
H9 -2.461 -1.202 -1.526  0.251
H10 -4.198 -0.881 0.113  0.280
H11 4.064 -0.542 3.364  -0.184
H12 -3.352 0.696 0.678  0.249